44
Properties=species:S:1:pos:R:3:nbo_charge:R:1 method="wB97M-V/def2-TZVPD" homo_ev=-9.59 gap_ev=10.0
C 0.7040 2.4175 -5.1888 -0.675
C 1.1028 2.8914 -3.8425 0.544
N 1.0842 2.2475 -2.7223 -0.508
C 1.5587 3.1941 -1.8372 0.298
C 1.7573 2.9216 -0.3802 -0.275
N 2.8534 1.9878 -0.1678 -0.413
C 4.1876 2.5609 -0.2703 -0.421
C 2.7310 0.6306 -0.2173 0.666
O 3.6966 -0.1127 -0.2946 -0.620
C 1.3811 -0.0055 -0.1683 -0.050
C 1.1677 -1.2692 -0.5821 0.132
O -0.1499 -1.5589 -0.4117 -0.399
C -0.6759 -0.4410 0.1391 0.504
C -2.1242 -0.4707 0.5256 -0.119
C -2.6359 0.9257 0.8418 -0.603
N -2.3147 -1.3707 1.6547 -0.604
C -2.7876 -2.6390 1.4967 0.676
O -3.1876 -3.0724 0.4374 -0.597
C -2.8081 -3.4724 2.7538 -0.295
C -1.7053 -3.4330 3.7609 -0.390
C -1.8306 -4.6164 2.8301 -0.325
C -2.2797 -5.8722 3.3768 0.282
N -2.6331 -6.8643 3.8347 -0.312
N 0.1736 0.5109 0.3063 -0.477
N 1.8515 4.3349 -2.3776 -0.147
O 1.5456 4.1455 -3.7239 -0.292
H 0.3878 1.3811 -5.1190 0.247
H -0.1131 3.0255 -5.5759 0.243
H 1.5422 2.4999 -5.8798 0.244
H 2.0009 3.8596 0.1177 0.225
H 0.8403 2.5191 0.0368 0.271
H 4.9160 1.7690 -0.1358 0.249
H 4.3365 3.0282 -1.2467 0.199
H 4.3153 3.3219 0.5011 0.197
H 1.8002 -2.0272 -1.0053 0.230
H -2.6876 -0.9176 -0.2946 0.259
H -2.5029 1.5804 -0.0176 0.229
H -3.6935 0.8753 1.0959 0.222
H -2.0862 1.3601 1.6773 0.216
H -1.9767 -1.0802 2.5571 0.402
H -3.8107 -3.6803 3.1049 0.257
H -0.8578 -2.7824 3.5895 0.225
H -1.9557 -3.5937 4.7995 0.239
H -1.1175 -4.7088 2.0217 0.265

26
Properties=species:S:1:pos:R:3:nbo_charge:R:1 method="wB97M-V/def2-TZVPD" homo_ev="-24.71 / -24.67" charge=+3 gap_ev="8.0 / 8.9" spin_multiplicity=2
Mn 0.9244 0.7311 -1.0146 1.197
C -1.7952 0.6595 -0.2044 -0.264
C -1.0875 1.8153 0.4614 -0.268
N 0.3676 1.4335 0.6768 -0.521
C 0.6442 0.3736 1.7347 -0.271
C 1.6513 -0.6204 1.1985 -0.270
N 1.2779 -0.9757 -0.2204 -0.525
C 0.0471 -1.8722 -0.3943 -0.264
C -0.7882 -1.3364 -1.5330 -0.266
N -0.9263 0.1682 -1.3662 -0.578
H -2.7586 0.9777 -0.6039 0.306
H -1.9753 -0.1900 0.4517 0.247
H -1.5365 2.0961 1.4166 0.306
H -1.0805 2.7061 -0.1720 0.264
H 0.8968 2.2871 0.8899 0.472
H -0.3082 -0.0808 2.0011 0.248
H 1.0325 0.8765 2.6203 0.306
H 1.6818 -1.5339 1.7968 0.302
H 2.6610 -0.2067 1.1700 0.267
H 2.0784 -1.4174 -0.6869 0.469
H -0.4729 -1.8873 0.5620 0.248
H 0.3894 -2.8858 -0.6042 0.307
H -1.7801 -1.7904 -1.5849 0.305
H -0.3045 -1.4974 -2.5001 0.264
H -1.2983 0.5551 -2.2417 0.470
Cl 2.4595 1.6144 -1.8534 0.248

81
Properties=species:S:1:pos:R:3:lowdin_charge:R:1 method="wB97M-V/def2-TZVPD" homo_ev="-11.08 / -11.08" charge=+1 gap_ev="6.8 / 5.7" spin_multiplicity=2
Al -5.0512 -2.4454 1.0948 1.022
C -0.4179 -0.5074 0.3768 -0.032
C -1.0598 -1.5511 1.3955 -0.270
O -2.1306 -2.3109 0.8802 -0.158
H -1.0442 0.2963 -0.0104 0.042
H -0.0154 -1.0305 -0.4906 0.054
H 0.4142 -0.0270 0.8915 0.070
H -1.5100 -0.9548 2.1892 0.097
H -0.2749 -2.2262 1.7366 0.110
C 0.5705 2.8589 -3.1231 -0.272
O 0.9366 3.5535 -4.0870 -0.018
N 0.5249 3.5491 -1.8924 -0.198
C -0.2569 3.0728 -0.7331 -0.052
C 1.0479 4.8589 -1.8446 -0.065
H 0.3567 1.7794 -3.0871 0.113
H 0.2673 3.2085 0.2130 0.074
H -0.6286 2.0598 -0.8868 0.043
H -1.2242 3.5426 -0.5550 0.085
H 1.5582 5.0665 -2.7851 0.092
H 0.1999 5.5318 -1.7175 0.099
H 1.6776 4.8793 -0.9551 0.091
C 3.4676 0.0434 1.7585 -0.398
O 3.4284 -1.1648 1.9404 0.001
N 2.7751 0.8499 2.4700 -0.186
C 3.0311 2.2049 2.1747 -0.061
C 2.1329 0.3775 3.6968 -0.010
H 4.0472 0.6145 1.0169 0.133
H 3.4924 2.3475 1.1975 0.096
H 3.4845 2.6415 3.0647 0.102
H 2.1236 2.8085 2.1916 0.071
H 2.0929 -0.6915 3.9059 0.098
H 2.3684 0.8915 4.6286 0.095
H 1.1040 0.7346 3.6536 0.054
C -3.0598 3.7882 4.7443 -0.294
O -2.7845 4.7247 5.4973 0.017
N -2.1355 2.8908 4.1886 -0.207
C -2.7984 1.8145 3.5096 -0.096
C -0.6900 2.9499 4.4254 -0.027
H -4.0912 3.5620 4.4326 0.130
H -2.1086 1.1783 2.9549 0.061
H -3.5391 2.2127 2.8162 0.085
H -3.3070 1.1321 4.1906 0.088
H -0.5238 2.2229 5.2204 0.094
H -0.2822 2.6968 3.4468 0.067
H -0.4019 3.9324 4.7993 0.094
C 2.5967 -1.1692 -2.4186 -0.247
O 1.3878 -0.8058 -2.4055 -0.072
N 3.5580 -0.3396 -2.9703 -0.183
C 4.9577 -0.6138 -2.8380 -0.074
C 3.2388 0.8854 -3.7273 -0.032
H 2.9336 -2.1302 -2.0002 0.143
H 5.2488 -0.6952 -1.7907 0.084
H 5.4499 0.2288 -3.3237 0.089
H 5.4114 -1.5368 -3.1991 0.091
H 3.7124 1.7663 -3.2939 0.096
H 3.6932 0.7404 -4.7073 0.098
H 2.2027 1.1430 -3.9473 0.055
C -3.4764 -0.7343 -2.2784 -0.303
O -4.4021 -1.4693 -1.8234 -0.144
N -3.6535 0.1043 -3.2651 -0.180
C -2.6659 1.0964 -3.6084 -0.039
C -4.8392 0.1413 -4.1062 -0.014
H -2.5045 -0.7183 -1.7614 0.129
H -2.0856 0.5295 -4.3364 0.110
H -1.9053 1.1362 -2.8287 0.057
H -2.9126 2.1174 -3.8998 0.111
H -4.8567 1.1913 -4.3984 0.084
H -4.6744 -0.3645 -5.0575 0.103
H -5.8204 -0.1119 -3.7048 0.098
C -1.0649 -5.6446 1.5861 -0.309
O -1.8033 -6.1344 2.4445 -0.026
N -0.3119 -6.4432 0.7870 -0.225
C 0.6304 -5.8742 -0.0778 -0.078
C -0.3640 -7.8757 0.9339 -0.028
H -1.1069 -4.5549 1.4344 0.106
H 1.5430 -6.1096 0.4698 0.101
H 0.6065 -4.7865 -0.1437 0.086
H 0.6258 -6.2328 -1.1071 0.095
H 0.5455 -8.2719 1.3854 0.097
H -1.1902 -8.2371 1.5463 0.092
H -0.4708 -8.1936 -0.1032 0.095

For reference, E_tot by record: -34013.5408, -54743.8624, -51360.1803 eV.